# 1
Formula: C25H49CeClN4Si
Source: the Open Molecules 2025 dataset
Level of theory: ωB97M-V/def2-TZVPD

The geometry in XYZ format:
```
81
Properties=species:S:1:pos:R:3:forces:R:3
Ce 0.000 0.000 0.000 -0.2 0.2 2.0
Cl -0.078 -0.084 -2.438 0.2 0.4 -3.6
C 2.274 -3.657 -0.227 0.5 0.4 0.1
C 1.367 -1.575 -0.044 3.0 -3.4 1.1
N 1.104 -2.914 -0.223 -0.5 -1.1 -0.4
H 4.353 -2.974 -0.008 -0.1 0.0 0.0
N 2.741 -1.524 0.062 1.4 0.3 -0.5
H 2.293 -4.724 -0.351 0.1 0.1 0.0
C -0.250 -3.558 -0.377 0.7 0.0 0.1
C -0.077 -5.040 -0.741 -0.1 0.1 -0.1
C -0.995 -3.465 0.959 -0.1 -0.2 -0.3
H 0.369 -5.619 0.075 0.0 0.1 -0.1
H -1.074 -5.449 -0.930 0.1 0.0 0.1
H 0.517 -5.171 -1.650 -0.1 0.0 0.1
H -1.836 -3.493 -1.835 -0.1 0.2 0.2
H -0.328 -2.704 -2.370 -0.2 0.0 0.2
H -0.866 -2.483 1.414 0.0 0.0 0.1
C -0.996 -2.867 -1.519 0.3 -0.4 0.2
H -0.614 -4.215 1.660 0.0 0.2 0.0
H -2.062 -3.648 0.795 0.1 0.0 0.1
H -1.368 -1.890 -1.207 -0.2 -0.2 -0.2
C 3.295 -2.789 -0.054 -0.5 -0.4 0.1
C 3.715 0.142 1.622 -0.3 0.2 -0.1
H 3.874 -0.716 2.281 0.0 0.0 -0.1
H 4.557 0.833 1.730 -0.1 0.0 0.0
C 3.613 -0.297 0.163 -0.4 -0.9 -0.1
H 3.462 1.760 -0.485 -0.2 -0.1 0.0
C 5.028 -0.631 -0.332 -0.1 0.2 -0.1
H 5.023 -1.144 -1.299 -0.1 0.1 0.1
H 2.798 0.646 1.935 0.1 -0.1 0.1
H 1.924 0.854 -0.602 0.9 0.4 -0.3
H 5.583 -1.230 0.397 -0.1 0.1 -0.1
H 5.561 0.315 -0.468 0.0 -0.1 0.1
C 3.008 0.794 -0.729 0.6 -0.4 0.0
H 3.209 0.571 -1.783 -0.3 0.0 0.1
C -3.298 2.780 -0.186 0.5 0.5 0.0
N -2.747 1.510 -0.117 -1.6 -0.3 -0.1
H -2.290 4.734 -0.204 -0.1 -0.1 0.0
N -1.103 2.922 -0.099 0.6 1.5 0.0
H -4.356 2.958 -0.242 0.1 0.0 0.0
C -3.610 0.277 -0.218 0.3 0.9 0.0
C -5.057 0.631 0.159 0.1 -0.2 0.1
C -3.571 -0.216 -1.669 0.0 -0.1 0.0
H -5.560 1.216 -0.617 0.1 -0.1 0.1
H -5.607 -0.308 0.270 0.0 0.1 0.0
H -5.109 1.169 1.112 0.0 -0.1 -0.1
H -3.622 -1.726 0.563 0.2 0.0 0.0
H -3.313 -0.483 1.798 0.2 0.0 -0.1
H -2.586 -0.059 -2.115 -0.1 -0.1 0.1
C -3.112 -0.780 0.766 -0.2 0.4 -0.2
H -4.303 0.334 -2.271 0.1 0.0 0.0
H -3.824 -1.281 -1.700 0.0 0.1 -0.2
H -2.034 -0.925 0.658 -0.5 -0.3 0.3
C -2.273 3.661 -0.170 -0.6 -0.4 0.0
C 0.940 3.392 -1.402 0.1 -0.1 0.1
H 0.492 4.047 -2.154 0.0 -0.1 0.1
H 2.004 3.631 -1.304 -0.1 0.0 -0.1
C 0.252 3.579 -0.049 -0.8 -0.1 0.0
H 2.056 3.408 1.127 0.0 -0.2 0.0
C 0.086 5.085 0.203 0.2 -0.1 0.1
H -0.494 5.293 1.108 0.1 -0.1 -0.1
H 0.831 2.366 -1.757 0.1 0.0 -0.1
H 1.130 1.892 1.014 0.2 0.1 0.4
H -0.372 5.594 -0.651 0.1 -0.1 0.1
H 1.085 5.505 0.348 -0.1 0.0 -0.1
C 1.051 2.975 1.111 -0.3 0.5 -0.2
H 0.560 3.193 2.065 0.1 -0.2 -0.1
C -1.370 1.572 -0.066 -2.6 2.8 0.8
C 1.209 0.599 4.002 0.4 0.2 0.9
Si -0.322 0.148 3.032 0.2 -0.2 -2.2
C -0.922 -1.446 3.804 -0.3 -0.4 0.8
C -1.597 1.462 3.444 -0.4 0.4 0.8
H 1.973 -0.194 3.886 -0.3 0.5 0.1
H 0.943 0.670 5.076 0.3 0.1 -0.2
H 1.602 1.581 3.672 0.1 -0.5 0.2
H -1.051 -1.293 4.895 -0.1 -0.3 -0.2
H -1.898 -1.743 3.370 0.4 -0.1 0.3
H -0.170 -2.245 3.644 -0.5 0.3 0.1
H -1.725 1.507 4.545 -0.2 0.2 -0.3
H -1.271 2.453 3.083 -0.2 -0.3 0.1
H -2.573 1.228 2.984 0.3 0.2 0.2
```
Positions in Å, forces in eV/Å.

Summary:
total charge	-2
E_LUMO	4.0	eV

Charges obtained by Löwdin population analysis, quoted in units of e: -0.184, 0.157, -0.085, -0.403, -0.005, 0.094, -0.006, 0.092, -0.512, -0.160, -0.046, 0.067, 0.066, 0.072, 0.078, 0.070, 0.020, -0.076, 0.086, 0.074, -0.004, -0.089, -0.045, 0.086, 0.070, -0.507, 0.087, -0.169, 0.067, 0.042, -0.025, 0.069, 0.062, -0.033, 0.101, -0.076, -0.007, 0.094, -0.004, 0.095, -0.508, -0.113, -0.053, 0.068, 0.072, 0.080, 0.087, 0.087, 0.026, -0.039, 0.074, 0.069, -0.007, -0.075, -0.057, 0.079, 0.067, -0.510, 0.083, -0.137, 0.075, 0.030, 0.000, 0.069, 0.068, -0.040, 0.086, -0.427, -0.290, 0.378, -0.291, -0.265, 0.012, 0.017, 0.008, 0.015, 0.008, 0.017, 0.014, 0.006, 0.004

# 2
Formula: C5H7FO2
Source: the Open Molecules 2025 dataset
Level of theory: ωB97M-V/def2-TZVPD

The geometry in XYZ format:
```
15
Properties=species:S:1:pos:R:3:forces:R:3
C 0.287 1.613 2.173 -0.3 0.0 4.4
C 0.697 1.122 0.865 -1.3 -0.9 -1.5
C -0.031 -0.288 0.409 0.0 -0.4 4.7
C 0.521 -0.779 -0.911 -1.4 4.3 -0.4
C -0.450 -1.699 -1.573 -0.3 -1.4 2.2
H 0.581 2.708 2.008 -1.0 -1.2 1.2
H 1.128 1.145 3.101 -2.8 1.3 -2.9
H -0.980 1.313 2.577 4.5 1.1 -1.5
H 0.444 0.317 -1.436 0.6 -2.6 0.5
H 1.597 -0.948 -0.803 -0.3 -0.4 -0.2
H 0.111 -2.449 -2.232 -1.6 1.1 0.5
H -0.920 -2.197 -0.537 0.4 0.6 -3.4
O 1.376 1.810 0.126 -0.4 -1.4 0.3
O -0.781 -0.806 1.309 2.7 1.6 -4.6
F -1.430 -0.859 -2.216 1.3 -1.7 0.6
```
Positions in Å, forces in eV/Å.

Summary:
E_LUMO	-0.5	eV
energy above the lowest of the compared OMol25 structures with the same formula, charge and spin	67.0	kcal per mole

Charges obtained by natural (NBO) population analysis, quoted in units of e: -0.742, 0.465, 0.509, -0.583, 0.018, 0.254, 0.258, 0.286, 0.281, 0.276, 0.195, 0.204, -0.524, -0.527, -0.370

# 3
Formula: C6H11NO2S2
Source: the Open Molecules 2025 dataset
Level of theory: ωB97M-V/def2-TZVPD

The geometry in XYZ format:
```
22
Properties=species:S:1:pos:R:3:forces:R:3
C -2.097 0.365 0.228 -1.5 1.2 -0.5
C 1.917 1.971 0.044 1.7 -0.3 0.8
C 2.727 0.937 0.901 0.2 -1.9 1.7
C 1.077 1.298 -1.074 0.8 -1.0 3.1
C 1.437 -1.370 -0.040 0.6 1.8 1.1
C -2.731 -2.027 -0.060 1.4 -1.7 -3.4
N -1.817 -0.905 0.144 -1.0 -1.1 0.5
O -3.495 0.544 -0.102 2.2 -2.1 0.4
O 1.115 -2.506 -0.096 -0.6 -1.9 -0.3
S 1.804 -0.618 1.539 -0.1 1.2 -1.1
S 1.626 -0.388 -1.490 -0.1 0.2 -1.1
H 1.288 2.492 0.840 0.6 -0.3 -1.6
H 2.735 2.607 -0.389 -1.0 0.0 0.5
H 3.621 0.370 0.549 -0.6 1.2 -0.8
H 3.076 1.263 1.919 -0.5 0.6 -1.1
H 0.121 1.273 -0.622 -1.4 -0.7 0.3
H 0.889 1.781 -1.974 0.5 1.1 -1.7
H -2.633 -2.811 0.693 -0.2 0.5 0.3
H -3.760 -1.828 -0.367 0.4 0.4 0.5
H -2.195 -2.491 -1.008 -1.5 0.3 1.6
H -0.893 -1.350 0.205 -0.3 1.5 0.3
H -3.811 1.393 0.160 0.3 1.0 0.3
```
Positions in Å, forces in eV/Å.

Summary:
E_LUMO	0.5	eV
energy above the lowest of the compared OMol25 structures with the same formula, charge and spin	35.9	kcal per mole

Charges obtained by natural (NBO) population analysis, quoted in units of e: 0.274, -0.432, -0.495, -0.551, 0.205, -0.451, -0.611, -0.760, -0.567, 0.183, 0.218, 0.235, 0.225, 0.236, 0.234, 0.258, 0.240, 0.212, 0.239, 0.199, 0.419, 0.490

# 4
Formula: C4H3LiNaO2
Source: the Open Molecules 2025 dataset
Level of theory: ωB97M-V/def2-TZVPD

The geometry in XYZ format:
```
11
Properties=species:S:1:pos:R:3:forces:R:3
O 0.681 0.770 -0.735 1.6 0.3 -0.7
C 1.658 0.166 -1.391 0.1 0.7 0.3
C 1.207 -0.880 -0.686 0.9 -0.1 0.1
Li -0.187 2.585 0.124 0.0 -0.2 -0.2
Na 1.170 -1.893 1.649 -0.1 -0.3 0.0
H 2.511 0.577 -1.926 -0.4 0.0 -0.4
C -1.125 -1.287 0.088 -1.3 4.0 1.8
C -1.164 -0.083 0.399 -1.7 -5.2 0.0
O -1.333 1.136 0.850 0.8 1.0 -0.4
H -1.499 -2.296 0.008 0.4 0.2 -0.4
H -1.919 1.205 1.619 -0.3 -0.4 0.0
```
Positions in Å, forces in eV/Å.

Summary:
total charge	+2
E_LUMO (alpha / beta)	-7.8 / -10.1	eV
energy above the lowest of the compared OMol25 structures with the same formula, charge and spin	0.0	kcal per mole
2S+1	2

Charges obtained by natural (NBO) population analysis, quoted in units of e: -0.542, 0.092, 0.176, 0.983, 0.987, 0.268, -0.380, 0.316, -0.760, 0.301, 0.558

# 5
Formula: C18H28N6O
Source: the Open Molecules 2025 dataset
Level of theory: ωB97M-V/def2-TZVPD

The geometry in XYZ format:
```
53
Properties=species:S:1:pos:R:3:forces:R:3
C 4.255 -0.919 1.515 -0.2 0.1 0.1
C 2.855 -0.828 2.107 0.1 -0.3 0.0
C 2.595 -1.860 3.215 0.1 0.0 -0.1
C 3.468 -1.632 4.443 -0.1 -0.2 -0.2
N 1.203 -1.800 3.616 0.3 0.1 0.3
C 0.251 -2.581 3.069 -0.3 0.1 0.5
O 0.484 -3.517 2.329 0.0 -0.3 -0.4
C -1.166 -2.181 3.468 0.1 0.0 -0.2
C -1.718 -1.172 2.453 -0.1 -0.1 0.0
C -0.899 0.064 2.400 -0.2 0.0 -0.3
N -0.254 0.642 3.392 -0.5 -0.5 0.3
N 0.405 1.706 2.941 0.6 0.9 -0.2
C 0.170 1.798 1.648 -0.4 -0.6 0.1
C 0.584 2.698 0.644 -0.1 -0.1 -0.4
C 0.155 2.473 -0.622 0.3 0.3 0.3
C -0.695 1.345 -0.913 -0.1 -0.3 0.9
N -1.146 1.102 -2.161 -0.1 -0.1 -0.2
C -0.669 1.792 -3.340 0.2 0.2 -0.2
C -0.788 0.882 -4.559 -0.1 0.0 0.1
C -2.247 0.501 -4.852 -0.1 0.2 -0.1
C -2.895 1.478 -5.830 0.1 -0.3 0.1
C -3.037 0.451 -3.537 0.2 -0.2 0.0
C -2.138 0.066 -2.369 -0.5 -0.2 0.1
N -1.097 0.513 0.029 -0.3 -0.3 -0.9
N -0.662 0.762 1.263 0.8 0.8 0.8
H 4.349 -0.240 0.670 0.1 0.0 -0.1
H 4.454 -1.930 1.166 0.1 -0.1 -0.1
H 5.009 -0.649 2.249 0.2 0.0 0.0
H 2.686 0.175 2.509 -0.1 0.0 0.0
H 2.121 -1.001 1.314 -0.1 0.0 0.0
H 2.756 -2.867 2.814 0.0 0.1 0.1
H 3.187 -2.328 5.230 0.0 0.0 0.1
H 3.336 -0.617 4.811 0.0 0.1 0.1
H 4.516 -1.788 4.205 0.1 0.0 0.0
H 0.908 -0.948 4.080 -0.1 -0.2 -0.1
H -1.169 -1.738 4.463 0.0 0.0 0.0
H -1.793 -3.073 3.458 0.1 0.0 0.0
H -1.728 -1.609 1.451 -0.1 0.0 0.1
H -2.748 -0.915 2.722 0.0 0.0 -0.1
H 1.213 3.531 0.910 0.1 0.1 0.0
H 0.425 3.153 -1.412 0.0 0.1 -0.1
H -1.241 2.716 -3.504 0.1 0.0 0.0
H 0.382 2.061 -3.207 -0.1 0.0 0.0
H -0.198 -0.017 -4.372 0.1 0.0 0.0
H -0.353 1.388 -5.422 0.1 0.0 0.0
H -2.254 -0.493 -5.309 0.0 0.0 0.1
H -3.940 1.218 -5.987 -0.1 0.0 0.0
H -2.389 1.451 -6.792 0.0 0.0 -0.1
H -2.850 2.495 -5.446 0.0 0.2 0.0
H -3.856 -0.264 -3.615 -0.1 0.0 0.0
H -3.472 1.431 -3.331 -0.1 0.0 0.0
H -2.714 -0.028 -1.446 0.1 -0.1 -0.2
H -1.654 -0.900 -2.558 -0.1 0.0 0.1
```
Positions in Å, forces in eV/Å.

Summary:
structure (SMILES)	CC[C@@H](C)NC(=O)CCc1nnc2ccc(N3CCC(C)CC3)nn12
E_LUMO	0.2	eV
energy above the lowest of the compared OMol25 structures with the same formula, charge and spin	2.0	kcal per mole

Charges obtained by natural (NBO) population analysis, quoted in units of e: -0.607, -0.406, -0.054, -0.613, -0.628, 0.679, -0.644, -0.480, -0.440, 0.321, -0.304, -0.276, 0.226, -0.145, -0.273, 0.398, -0.405, -0.211, -0.408, -0.219, -0.601, -0.400, -0.220, -0.331, -0.146, 0.208, 0.204, 0.201, 0.204, 0.204, 0.222, 0.218, 0.204, 0.211, 0.422, 0.222, 0.234, 0.244, 0.230, 0.240, 0.226, 0.184, 0.208, 0.213, 0.218, 0.205, 0.212, 0.209, 0.199, 0.221, 0.200, 0.238, 0.191

# 6
Formula: C32H40BBrCuN8O3
Source: the Open Molecules 2025 dataset
Level of theory: ωB97M-V/def2-TZVPD

The geometry in XYZ format:
```
86
Properties=species:S:1:pos:R:3:forces:R:3
Cu -0.394 1.715 -1.248 0.0 1.0 0.8
C -3.674 0.786 -0.938 -0.5 -0.2 -0.6
C -2.957 1.382 0.209 0.0 -0.2 0.6
C -3.360 1.376 1.551 0.8 0.8 0.2
C -2.394 2.161 2.207 0.1 0.0 -1.7
C -2.204 2.488 3.622 -0.3 -0.4 0.9
N -1.518 2.620 1.275 -0.5 -0.4 -0.3
N -1.815 2.051 0.059 -1.5 -0.2 0.6
B -0.377 3.667 1.329 0.1 -0.6 -0.9
N -0.386 4.490 -0.062 0.0 -2.4 -1.1
N -0.392 3.707 -1.245 0.0 2.3 0.0
C -0.336 4.561 -2.271 0.2 1.0 1.7
C -0.315 4.124 -3.669 -0.2 0.4 -1.4
C -0.263 5.903 -1.782 -0.2 -1.1 0.5
C -0.276 5.788 -0.388 -0.3 -1.7 -1.2
C -0.210 6.786 0.659 -0.3 1.4 0.8
N 0.916 2.803 1.279 1.1 -0.4 -0.1
N 1.160 2.127 0.090 1.1 0.2 0.8
C 2.448 1.815 0.084 0.7 0.0 0.9
C 3.083 1.137 -1.089 0.3 0.2 -0.1
C 3.077 2.195 1.310 -1.7 0.2 -0.2
C 2.037 2.770 2.063 -0.3 -0.3 -1.4
C 1.980 3.216 3.485 0.4 0.1 -0.3
H -4.669 1.264 -1.025 0.4 -0.4 0.1
H -3.811 -0.290 -0.772 -0.1 0.2 -0.2
H -3.176 0.955 -1.909 0.0 -0.1 0.4
H -4.191 0.848 2.012 0.3 0.2 -0.2
H -3.097 2.127 4.154 0.3 0.2 0.1
H -2.130 3.567 3.763 0.2 0.0 0.1
H -1.312 1.951 4.014 -0.5 0.4 -0.3
H -0.484 4.472 2.202 0.2 -0.3 0.3
H -0.261 3.028 -3.767 0.0 0.4 -0.1
H 0.532 4.602 -4.214 -0.4 -0.5 0.4
H -1.225 4.510 -4.185 0.5 -0.5 0.3
H -0.270 6.816 -2.352 0.1 0.0 -0.1
H -0.320 7.761 0.193 0.2 0.3 0.1
H 0.726 6.755 1.225 -0.1 0.0 -0.1
H -1.040 6.712 1.370 0.2 -0.2 -0.1
H 2.319 0.726 -1.760 0.1 0.0 0.1
H 3.726 0.313 -0.751 -0.2 0.2 -0.1
H 3.712 1.852 -1.668 -0.4 -0.4 0.3
H 4.093 2.063 1.640 0.0 -0.2 -0.1
H 3.008 3.211 3.877 -0.4 0.1 0.0
H 1.366 2.492 4.051 0.2 0.5 -0.2
H 1.585 4.244 3.501 0.0 -0.4 0.4
Br 1.102 -2.182 5.029 0.4 0.0 -0.8
C 1.762 -2.183 3.203 0.0 0.1 0.3
C 2.883 -2.960 2.941 0.3 -0.9 1.0
C 3.383 -3.137 1.653 -0.7 0.2 0.3
C 2.763 -2.421 0.622 0.7 -0.4 -0.5
C 1.659 -1.625 0.886 -0.1 0.3 0.1
C 1.129 -1.482 2.186 0.5 -0.1 -0.5
C 0.024 -0.491 2.430 -1.2 2.0 1.7
O 0.236 0.298 3.444 -0.5 -1.6 -2.6
O -0.982 -0.514 1.654 1.5 0.0 0.6
H 3.342 -3.463 3.818 -0.3 0.2 -0.9
H 4.146 -3.896 1.486 0.1 0.5 -0.1
H 3.213 -2.480 -0.392 -0.6 0.0 0.6
H 1.206 -1.055 0.068 0.1 -0.1 0.4
C -2.328 -6.818 -1.151 0.6 0.2 -0.3
C -1.568 -5.900 -0.201 0.7 0.6 -0.5
N -0.883 -4.769 -0.891 -0.9 0.2 -0.6
C 0.591 -4.851 -0.929 -0.6 0.6 0.4
C 1.155 -6.110 -1.564 -0.1 0.7 0.5
C -1.647 -3.653 -1.186 -1.1 -1.0 1.2
O -2.844 -3.570 -0.812 2.6 0.2 -1.3
C -0.951 -2.557 -1.986 -0.1 -0.3 0.1
C -0.247 -2.841 -3.178 -0.7 0.8 0.6
C 0.261 -1.748 -3.863 0.7 0.6 -0.4
C 0.138 -0.462 -3.328 -0.6 -0.4 0.6
N -0.516 -0.187 -2.178 0.3 -0.9 0.7
C -1.035 -1.254 -1.488 0.2 0.4 -0.9
H -2.658 -7.713 -0.636 -0.2 -0.1 0.1
H -1.682 -7.126 -1.977 -0.1 0.0 0.0
H -3.185 -6.293 -1.572 0.0 0.0 0.1
H -0.747 -6.409 0.327 -0.6 -0.1 0.0
H -2.273 -5.465 0.486 -0.1 0.1 0.5
H 0.889 -4.822 0.116 0.4 0.1 0.2
H 0.981 -3.930 -1.377 0.0 -0.4 0.1
H 0.916 -6.971 -0.951 0.0 -0.3 -0.2
H 2.227 -5.991 -1.589 0.4 -0.1 0.0
H 0.806 -6.225 -2.570 -0.3 -0.3 -0.6
H -0.122 -3.865 -3.536 -0.1 0.4 0.1
H 0.838 -1.833 -4.800 -0.5 -0.1 0.6
H 0.590 0.388 -3.809 0.1 0.1 -0.3
H -1.482 -1.079 -0.509 0.1 0.2 -0.1
```
Positions in Å, forces in eV/Å.

Summary:
E_LUMO (alpha / beta)	-0.6 / -1.9	eV
2S+1	2

Charges obtained by Löwdin population analysis, quoted in units of e: 0.688, -0.034, -0.353, 0.034, -0.260, -0.015, 0.058, 0.013, -0.436, 0.078, 0.020, -0.333, -0.035, 0.035, -0.297, -0.030, 0.055, 0.040, -0.338, -0.032, 0.041, -0.255, -0.011, 0.092, 0.086, 0.068, 0.121, 0.089, 0.078, 0.084, 0.110, 0.060, 0.097, 0.099, 0.105, 0.083, 0.098, 0.092, 0.044, 0.076, 0.091, 0.103, 0.084, 0.085, 0.078, 0.737, -0.567, -0.147, -0.098, -0.121, -0.042, -0.161, -0.601, -0.110, -0.033, 0.099, 0.100, 0.106, 0.093, -0.068, -0.185, -0.046, -0.215, -0.066, -0.356, 0.044, -0.087, 0.008, -0.037, -0.119, 0.016, -0.029, 0.072, 0.066, 0.074, 0.115, 0.111, 0.119, 0.098, 0.073, 0.075, 0.065, 0.130, 0.120, 0.103, 0.109

| no. | largest force on an atom (eV Å⁻¹) |
| --- | --- |
| 1 | 4.7 |
| 2 | 5.6 |
| 3 | 4.1 |
| 4 | 5.5 |
| 5 | 1.4 |
| 6 | 3.1 |